# 1
CHO4PS | the ωB97M-V functional and the def2-TZVPD basis

## Properties
charge = -2
highest occupied orbital energy = 0.41 eV
F_max = 3.36 eV Å⁻¹
E_tot = -29367.2371 eV

Element x y z (Å)
C: -0.04 -0.77 -0.14
O: 0.69 1.74 -1.41
O: -1.80 1.14 -1.05
O: -0.28 1.62 0.95
O: 1.35 -2.31 1.39
P: -0.38 1.12 -0.48
S: 1.46 -1.18 0.40
H: -1.00 -1.36 0.35

***

# 2
C18H19NO4S2 | the ωB97M-V functional and the def2-TZVPD basis

## Properties
highest occupied orbital energy = -6.60 eV
F_max = 2.20 eV Å⁻¹
E_tot = -50319.8473 eV

Element x y z (Å)
C: -4.85 -1.42 -0.83
N: -3.52 -1.99 -0.70
C: -3.40 -3.45 -0.71
C: -2.44 -1.23 -0.84
C: -1.14 -1.75 -0.83
C: -0.06 -1.06 -1.35
C: 1.24 -1.70 -1.48
C: 2.10 -1.33 -2.54
C: 3.31 -2.00 -2.74
C: 3.71 -3.00 -1.84
C: 2.88 -3.36 -0.78
C: 1.66 -2.71 -0.58
H: -5.57 -2.24 -0.83
H: -5.06 -0.74 0.01
H: -4.93 -0.84 -1.76
H: -4.41 -3.85 -0.73
H: -2.84 -3.80 -1.59
H: -2.89 -3.81 0.19
H: -2.60 -0.16 -1.05
H: -0.99 -2.78 -0.47
H: -0.22 -0.10 -1.83
H: 1.76 -0.55 -3.23
H: 3.92 -1.75 -3.60
H: 4.65 -3.53 -2.00
H: 3.16 -4.17 -0.10
H: 1.00 -2.99 0.25
C: 0.54 5.05 3.37
C: -0.32 4.10 2.82
C: 0.19 3.17 1.92
C: 1.53 3.17 1.58
C: 2.40 4.11 2.12
C: 1.90 5.05 3.02
S: 2.02 1.88 0.44
O: 2.40 2.51 -0.81
O: 2.93 0.97 1.11
C: 0.49 1.15 0.31
S: -0.78 1.86 1.16
O: -1.24 0.95 2.20
O: -1.74 2.47 0.26
H: 0.16 5.79 4.07
H: -1.38 4.07 3.08
H: 3.45 4.09 1.83
H: 2.57 5.79 3.44
H: 0.43 0.11 0.04

***

# 3
C11H35NO5 | the ωB97M-V functional and the def2-TZVPD basis

## Properties
charge = +1
highest occupied orbital energy (spin up / spin down) = -11.48 / -11.48 eV
F_max = 3.14 eV Å⁻¹
<S²> = 0.75
E_tot = -23690.5879 eV
spin multiplicity = 2

Element x y z (Å)
C: 10.74 -17.83 31.43
C: 11.55 -19.14 31.29
N: 11.32 -19.92 30.06
C: 10.02 -20.47 29.82
C: 9.75 -20.76 28.37
C: 12.42 -20.77 29.70
C: 12.64 -21.92 30.66
H: 10.88 -17.38 32.41
H: 9.68 -18.06 31.37
H: 11.09 -17.17 30.63
H: 12.59 -18.82 31.23
H: 11.51 -19.67 32.25
H: 9.88 -21.39 30.40
H: 9.28 -19.77 30.20
H: 8.67 -20.90 28.30
H: 9.88 -19.78 27.91
H: 10.30 -21.59 27.95
H: 13.34 -20.19 29.73
H: 12.36 -21.19 28.70
H: 11.89 -22.71 30.61
H: 12.66 -21.52 31.67
H: 13.55 -22.49 30.47
C: 8.47 -16.77 27.02
O: 9.61 -16.95 26.20
H: 7.69 -16.69 26.27
H: 8.34 -17.59 27.72
H: 8.61 -15.91 27.67
H: 10.30 -17.24 26.81
C: 5.26 -18.06 24.43
O: 5.48 -19.25 23.72
H: 5.13 -17.21 23.76
H: 4.36 -18.12 25.04
H: 6.12 -17.82 25.06
H: 5.44 -18.99 22.80
C: 4.69 -15.76 27.63
O: 3.77 -14.75 27.16
H: 5.57 -15.66 27.00
H: 4.90 -15.58 28.69
H: 4.35 -16.80 27.54
H: 4.37 -14.01 27.05
C: 8.63 -15.42 22.99
O: 8.86 -14.84 24.26
H: 8.23 -14.63 22.35
H: 9.57 -15.83 22.61
H: 8.00 -16.30 23.06
H: 9.04 -15.44 24.99
C: 12.74 -18.00 27.32
O: 11.58 -17.73 28.11
H: 13.69 -18.08 27.86
H: 12.51 -18.97 26.89
H: 12.96 -17.36 26.46
H: 11.60 -18.43 28.77

***

# 4
C5H12N4O2S | the ωB97M-V functional and the def2-TZVPD basis

## Properties
highest occupied orbital energy (spin up / spin down) = -5.72 / -8.96 eV
F_max = 6.24 eV Å⁻¹
<S²> = 2.03
E_tot = -26263.0243 eV
spin multiplicity = 3

Element x y z (Å)
C: -0.13 -0.85 1.62
C: 0.58 0.37 -0.50
C: -0.21 -3.20 1.21
C: 0.99 -0.57 -2.62
C: 0.70 0.33 1.98
N: 0.51 -1.99 1.55
N: 1.25 -0.35 -1.21
N: 0.10 1.47 2.50
N: -0.42 2.80 -1.69
O: -1.84 0.65 -1.88
O: -1.74 1.91 0.22
S: -1.00 1.40 -0.93
H: -1.18 -0.70 1.35
H: -0.15 -3.64 2.18
H: 0.50 -3.66 0.55
H: -1.13 -2.79 0.83
H: -0.06 -0.37 -2.90
H: 1.48 -1.55 -2.91
H: 1.73 0.14 -3.24
H: 1.68 0.29 1.92
H: -0.92 1.42 2.39
H: 0.66 2.21 2.95
H: -1.11 3.14 -2.32
H: -0.28 3.53 -1.07

***

# 5
C3H5O3Pb | the ωB97M-V functional and the def2-TZVPD basis

## Properties
charge = +3
highest occupied orbital energy = -24.44 eV
F_max = 4.05 eV Å⁻¹
E_tot = -14544.3100 eV

Element x y z (Å)
H: -1.40 0.53 -1.14
O: -0.86 0.40 -0.34
C: -1.01 -1.37 0.04
C: 0.59 0.48 -0.56
O: -1.82 -2.05 -0.45
O: 0.04 -1.44 0.72
C: 1.08 -0.39 0.58
Pb: -1.51 3.01 1.39
H: 0.97 1.51 -0.55
H: 0.83 0.05 -1.54
H: 1.09 0.17 1.52
H: 2.01 -0.92 0.34

***

# 6
C6H9N | the ωB97M-V functional and the def2-TZVPD basis

## Properties
highest occupied orbital energy = -8.02 eV
F_max = 2.86 eV Å⁻¹
E_tot = -7855.0300 eV

Element x y z (Å)
C: -1.26 1.01 0.65
C: -0.36 0.42 -0.38
C: 0.57 1.37 -1.10
N: 1.87 0.97 -0.48
C: 1.56 -0.17 -0.01
C: 0.28 -0.80 -0.33
C: -0.23 -2.08 0.24
H: -1.70 1.93 0.26
H: -2.11 0.38 0.90
H: -0.65 1.26 1.53
H: 0.60 1.16 -2.16
H: 0.35 2.42 -0.94
H: 2.25 -0.64 0.71
H: -0.87 -2.57 -0.50
H: -0.87 -1.89 1.11
H: 0.58 -2.77 0.50

***

What did the third record say?
C11H35NO5 | the ωB97M-V functional and the def2-TZVPD basis

## Properties
charge = +1
highest occupied orbital energy (spin up / spin down) = -11.48 / -11.48 eV
F_max = 3.14 eV Å⁻¹
<S²> = 0.75
E_tot = -23690.5879 eV
spin multiplicity = 2

Element x y z (Å)
C: 10.74 -17.83 31.43
C: 11.55 -19.14 31.29
N: 11.32 -19.92 30.06
C: 10.02 -20.47 29.82
C: 9.75 -20.76 28.37
C: 12.42 -20.77 29.70
C: 12.64 -21.92 30.66
H: 10.88 -17.38 32.41
H: 9.68 -18.06 31.37
H: 11.09 -17.17 30.63
H: 12.59 -18.82 31.23
H: 11.51 -19.67 32.25
H: 9.88 -21.39 30.40
H: 9.28 -19.77 30.20
H: 8.67 -20.90 28.30
H: 9.88 -19.78 27.91
H: 10.30 -21.59 27.95
H: 13.34 -20.19 29.73
H: 12.36 -21.19 28.70
H: 11.89 -22.71 30.61
H: 12.66 -21.52 31.67
H: 13.55 -22.49 30.47
C: 8.47 -16.77 27.02
O: 9.61 -16.95 26.20
H: 7.69 -16.69 26.27
H: 8.34 -17.59 27.72
H: 8.61 -15.91 27.67
H: 10.30 -17.24 26.81
C: 5.26 -18.06 24.43
O: 5.48 -19.25 23.72
H: 5.13 -17.21 23.76
H: 4.36 -18.12 25.04
H: 6.12 -17.82 25.06
H: 5.44 -18.99 22.80
C: 4.69 -15.76 27.63
O: 3.77 -14.75 27.16
H: 5.57 -15.66 27.00
H: 4.90 -15.58 28.69
H: 4.35 -16.80 27.54
H: 4.37 -14.01 27.05
C: 8.63 -15.42 22.99
O: 8.86 -14.84 24.26
H: 8.23 -14.63 22.35
H: 9.57 -15.83 22.61
H: 8.00 -16.30 23.06
H: 9.04 -15.44 24.99
C: 12.74 -18.00 27.32
O: 11.58 -17.73 28.11
H: 13.69 -18.08 27.86
H: 12.51 -18.97 26.89
H: 12.96 -17.36 26.46
H: 11.60 -18.43 28.77

***

- Which value of F_max does entry 1 give?
  3.36 eV Å⁻¹

***

- Which of these has the lowest F_max?
  C18H19NO4S2